Record 1
# C20H31N2O4

A 2-piece molecular cluster, C20H31N2O4 overall in a non-equilibrium geometry (ωB97M-V/def2-TZVPD, the Open Molecules 2025 dataset).

Geometry as XYZ:
```
57
Properties=species:S:1:pos:R:3
C 1.111 -5.299 1.138
C 0.939 -5.201 -0.044
C 0.791 -4.715 -1.430
C 2.146 -4.247 -2.033
C 2.045 -2.915 -2.852
C 2.485 -1.680 -2.115
C 3.432 -0.845 -2.549
C 4.259 -0.993 -3.800
C 3.738 0.373 -1.717
O 4.829 0.875 -1.680
C 2.574 0.968 -0.943
C 2.642 2.455 -0.751
C 2.647 3.267 -2.077
O 1.395 3.914 -2.287
C 1.617 0.150 -0.507
C 0.393 0.653 0.236
C -0.182 -0.327 1.248
N -0.952 -1.265 0.877
C 1.836 -1.320 -0.795
O 1.563 -2.186 -0.005
H 1.205 -5.280 2.197
H 0.358 -5.529 -2.019
H 0.110 -3.861 -1.445
H 2.818 -4.062 -1.193
H 2.596 -5.038 -2.636
H 0.984 -2.804 -3.120
H 2.584 -3.075 -3.782
H 5.273 -1.288 -3.511
H 4.370 -0.019 -4.290
H 3.836 -1.669 -4.536
H 3.586 2.685 -0.242
H 1.851 2.868 -0.125
H 2.927 2.648 -2.935
H 3.356 4.084 -1.951
H 0.710 3.247 -2.397
H -0.415 0.870 -0.478
H 0.583 1.587 0.769
H 0.078 -0.256 2.312
H -1.204 -1.810 1.703
C -3.019 0.974 3.440
C -3.131 2.099 2.428
C -4.166 3.165 2.788
O -5.469 2.666 2.555
C -6.169 2.194 3.715
N -3.572 1.498 1.119
H -3.908 0.342 3.456
H -2.171 0.333 3.194
H -2.860 1.361 4.445
H -2.152 2.552 2.265
H -4.040 4.020 2.117
H -4.030 3.531 3.806
H -5.846 2.708 4.621
H -6.029 1.118 3.829
H -7.229 2.385 3.562
H -3.088 0.622 0.896
H -3.450 2.150 0.341
H -4.585 1.323 1.190
```

The calculation puts the highest occupied orbital energy at -0.419 hartree. The HOMO-LUMO gap is 8.1539 eV. The net charge is +1.

Record 2
# C38H68B2NO20

A 7-piece molecular cluster, C38H68B2NO20 overall in a non-equilibrium geometry (ωB97M-V/def2-TZVPD, the Open Molecules 2025 dataset).

Geometry as XYZ:
```
129
Properties=species:S:1:pos:R:3
C 5.739 0.056 0.122
C 6.028 -0.939 -1.127
C 5.119 -0.633 -2.405
C 3.532 -0.696 -2.125
C 2.773 0.232 -3.186
C 2.504 1.735 -2.688
B 1.406 1.823 -1.439
C -0.131 2.037 -1.992
C -1.217 1.282 -1.050
C -1.225 -0.273 -1.447
C -0.536 -1.243 -0.383
N -1.464 -1.818 0.642
C -2.561 -2.595 0.040
C -4.015 -1.895 0.084
O -2.398 -3.720 -0.509
B 1.874 2.911 -0.257
O 1.565 4.329 -0.253
C 2.776 2.325 0.986
C 1.912 2.042 2.313
H 5.047 -0.427 0.891
H 6.715 0.312 0.648
H 5.221 1.021 -0.218
H 5.941 -2.009 -0.748
H 7.121 -0.741 -1.423
H 5.419 0.373 -2.837
H 5.359 -1.429 -3.198
H 3.317 -0.429 -1.035
H 3.199 -1.786 -2.303
H 3.395 0.271 -4.150
H 1.757 -0.224 -3.432
H 2.167 2.346 -3.605
H 3.519 2.183 -2.376
H 1.429 0.739 -0.907
H -0.253 1.714 -3.096
H -0.412 3.159 -1.923
H -1.019 1.469 0.060
H -2.236 1.720 -1.367
H -2.292 -0.548 -1.731
H -0.607 -0.359 -2.416
H 0.221 -0.599 0.199
H 0.103 -2.046 -0.909
H -0.907 -2.526 1.161
H -4.390 -1.837 -0.991
H -4.729 -2.416 0.797
H -3.884 -0.804 0.426
H 1.171 4.600 -1.106
H 3.599 3.094 1.223
H 3.206 1.335 0.615
H 2.650 1.917 3.188
H 1.361 1.053 2.194
H 1.201 2.921 2.515
C -8.065 -3.721 1.540
C -8.556 -2.308 1.777
C -10.010 -2.120 1.459
O -10.069 -0.750 1.078
C -8.836 -0.427 0.592
O -8.589 0.578 -0.007
O -7.924 -1.396 0.878
H -7.048 -3.835 1.923
H -8.701 -4.454 2.036
H -8.023 -3.948 0.471
H -8.328 -1.994 2.797
H -10.650 -2.309 2.322
H -10.356 -2.731 0.619
C 4.871 -1.503 -7.838
C 5.872 -0.478 -7.348
C 7.256 -1.031 -7.165
O 7.781 -0.213 -6.127
C 6.715 0.218 -5.394
O 6.798 0.749 -4.328
O 5.542 -0.039 -6.033
H 3.926 -1.017 -8.090
H 5.237 -2.025 -8.726
H 4.646 -2.237 -7.059
H 5.875 0.395 -8.009
H 7.861 -0.941 -8.069
H 7.269 -2.073 -6.829
C 9.260 3.547 -2.016
C 7.759 3.360 -1.990
C 6.995 4.570 -2.447
O 5.775 4.456 -1.726
C 6.055 3.759 -0.590
O 5.313 3.659 0.341
O 7.292 3.191 -0.653
H 9.762 2.596 -1.816
H 9.600 3.917 -2.985
H 9.584 4.241 -1.235
H 7.478 2.471 -2.565
H 6.810 4.561 -3.522
H 7.475 5.516 -2.176
C -11.566 -0.874 6.456
C -10.757 -2.152 6.412
C -9.460 -2.067 7.163
O -8.632 -2.984 6.456
C -9.104 -3.032 5.181
O -8.523 -3.538 4.263
O -10.319 -2.430 5.081
H -12.554 -1.040 6.021
H -11.697 -0.521 7.481
H -11.092 -0.087 5.863
H -11.362 -2.996 6.755
H -9.566 -2.368 8.207
H -8.996 -1.076 7.124
C -13.470 -7.439 7.557
C -12.901 -6.098 7.966
C -13.375 -5.630 9.312
O -13.328 -4.214 9.182
C -13.491 -3.938 7.858
O -13.712 -2.848 7.417
O -13.371 -5.063 7.102
H -12.983 -7.793 6.645
H -13.324 -8.189 8.338
H -14.537 -7.361 7.331
H -11.807 -6.117 7.913
H -12.722 -5.964 10.120
H -14.403 -5.926 9.541
C 14.020 5.263 -2.687
C 13.132 5.215 -3.913
C 13.381 6.338 -4.877
O 12.110 6.506 -5.492
C 11.182 6.084 -4.589
O 10.006 6.277 -4.689
O 11.766 5.415 -3.556
H 13.898 4.351 -2.098
H 15.073 5.357 -2.960
H 13.743 6.095 -2.034
H 13.218 4.240 -4.405
H 14.138 6.085 -5.622
H 13.661 7.278 -4.390
```

The calculation puts the highest occupied orbital energy at -0.124 hartree. The HOMO-LUMO gap is 4.5259 eV. The net charge is -1.

Record 3
# C3H2FeO2

C3H2FeO2 as an isolated structure in a non-equilibrium geometry (ωB97M-V/def2-TZVPD, the Open Molecules 2025 dataset).

Geometry as XYZ:
```
8
Properties=species:S:1:pos:R:3
H -2.286 0.930 0.157
O -0.201 1.325 -0.013
O 1.681 -0.446 0.144
C -1.311 0.590 -0.208
C -0.794 -0.704 -0.216
C 0.527 -0.227 -0.007
H -1.208 -1.647 0.131
Fe 3.593 0.179 0.013
```

The calculation puts the highest occupied orbital energy (spin up / spin down) at -0.612 / -0.754 hartree. The HOMO-LUMO gap (spin up / spin down) is 4.7803 / 6.4278 eV. Its spin multiplicity is 7. Its expectation value of S² is 12.02. The net charge is +2.

Record 4
# C4H6BrNO2S

One molecule with the formula C4H6BrNO2S in a non-equilibrium geometry (ωB97M-V/def2-TZVPD, the Open Molecules 2025 dataset).

Geometry as XYZ:
```
15
Properties=species:S:1:pos:R:3
C -1.510 1.209 -1.657
C -0.692 0.436 -0.952
S 1.029 0.825 -1.252
C 1.999 -0.289 0.129
C 1.343 -0.487 1.395
Br 3.799 0.492 0.195
N 2.011 -1.531 -0.731
O 1.031 -2.225 -0.736
O 3.063 -1.757 -1.306
H -2.546 1.002 -1.411
H -1.124 2.078 -2.156
H -0.800 -0.286 -0.063
H 1.276 0.494 1.704
H 2.063 -1.003 1.974
H 0.554 -1.202 1.190
```

The calculation puts the highest occupied orbital energy at -0.329 hartree. The HOMO-LUMO gap is 8.8189 eV. Its structure (SMILES) is C=CS[C@](C)(Br)[N+](=O)[O-]. The net charge is 0.

Record 5
# C12H30InN2O4

C12H30InN2O4 as an isolated structure in a non-equilibrium geometry (ωB97M-V/def2-TZVPD, the Open Molecules 2025 dataset).

Geometry as XYZ:
```
49
Properties=species:S:1:pos:R:3
In -0.366 -0.216 -0.411
C 3.092 0.855 -2.276
O 2.447 -0.155 -1.390
C 3.317 -1.300 -1.283
C 2.755 -2.281 -0.227
N 1.459 -2.833 -0.594
C 0.983 -3.893 0.288
C 0.801 -3.490 1.756
O -0.104 -2.370 1.805
C -0.830 -2.301 3.053
H 2.379 1.582 -2.666
H 3.603 0.479 -3.163
H 3.808 1.400 -1.661
H 4.281 -1.006 -0.866
H 3.510 -1.908 -2.167
H 2.697 -1.766 0.731
H 3.440 -3.095 0.010
H 1.652 -3.363 -1.431
H 1.633 -4.747 0.100
H 0.023 -4.215 -0.117
H 1.742 -3.146 2.185
H 0.549 -4.364 2.358
H -1.511 -3.133 3.235
H -1.227 -1.290 3.149
H -0.112 -2.516 3.844
C 2.103 2.891 -0.058
O 0.771 2.501 -0.346
C 0.083 3.684 -0.750
C -1.249 3.394 -1.312
N -1.940 2.459 -0.401
C -3.349 2.227 -0.772
C -4.021 1.273 0.258
O -3.237 0.086 0.402
C -3.850 -1.053 1.040
H 2.188 3.581 0.782
H 2.534 3.297 -0.973
H 2.805 2.086 0.160
H 0.688 4.248 -1.460
H -0.085 4.339 0.104
H -1.267 3.050 -2.346
H -1.829 4.313 -1.401
H -1.899 3.041 0.424
H -3.343 1.791 -1.771
H -4.049 3.052 -0.903
H -5.088 1.132 0.084
H -4.052 1.853 1.180
H -3.107 -1.437 1.739
H -4.116 -1.884 0.386
H -4.717 -0.854 1.669
```

The calculation puts the highest occupied orbital energy at -0.708 hartree. The HOMO-LUMO gap is 3.6502 eV. The net charge is +3.

Record 6
# C9H32InN16O11

C9H32InN16O11 as an isolated structure in a non-equilibrium geometry (ωB97M-V/def2-TZVPD, the Open Molecules 2025 dataset).

Geometry as XYZ:
```
69
Properties=species:S:1:pos:R:3
In 4.138 3.932 5.266
C 0.596 1.214 1.022
O 0.602 2.471 1.298
O 0.170 0.838 -0.074
O 1.203 0.469 1.815
C -0.492 6.898 -3.814
O -0.696 7.734 -4.638
N -0.461 5.661 -4.055
N -0.029 7.029 -2.600
H -0.567 4.997 -3.301
H -0.824 5.460 -4.976
H 0.301 7.971 -2.450
H 0.231 6.193 -2.096
C 3.185 -2.178 -6.347
O 3.663 -2.687 -7.413
N 2.114 -1.458 -6.198
N 3.711 -2.320 -5.142
H 1.466 -1.383 -6.970
H 1.990 -0.986 -5.314
H 3.281 -2.052 -4.268
H 4.645 -2.706 -5.163
C -3.771 -3.977 -3.440
O -4.705 -4.596 -3.717
N -2.546 -4.441 -3.302
N -3.789 -2.694 -3.220
H -2.448 -5.407 -3.021
H -1.970 -3.682 -2.968
H -4.673 -2.274 -3.471
H -3.014 -2.162 -2.851
C -3.059 1.584 7.621
O -2.231 2.436 7.207
N -2.980 0.296 7.367
N -4.003 1.822 8.530
H -3.238 -0.382 8.070
H -2.291 0.062 6.667
H -4.520 0.977 8.727
H -4.226 2.736 8.896
C -4.874 5.136 0.244
O -5.895 5.767 0.167
N -4.573 4.116 -0.440
N -3.916 5.283 1.158
H -3.638 3.735 -0.468
H -5.227 3.746 -1.116
H -3.064 4.744 1.103
H -4.118 5.793 2.006
C -2.778 -5.505 2.833
O -3.439 -6.066 3.697
N -2.959 -4.202 2.566
N -1.892 -6.061 1.967
H -2.304 -3.814 1.902
H -3.397 -3.665 3.300
H -1.212 -5.371 1.680
H -1.722 -7.052 2.059
C 6.509 1.809 -1.643
O 6.376 2.020 -0.443
N 5.576 2.196 -2.514
N 7.578 1.368 -2.160
H 5.953 2.379 -3.432
H 4.630 2.432 -2.250
H 7.820 1.260 -3.134
H 8.265 1.251 -1.429
C 3.656 -5.099 2.849
O 3.899 -6.292 2.889
N 3.718 -4.313 1.822
N 3.143 -4.489 3.833
H 4.021 -4.537 0.885
H 3.337 -3.400 2.025
H 2.911 -5.039 4.647
H 2.857 -3.527 3.718
```

The calculation puts the highest occupied orbital energy at -0.415 hartree. The HOMO-LUMO gap is 2.3345 eV. The net charge is +1.

Record 7
# B2H8In

B2H8In as an isolated structure in a non-equilibrium geometry (ωB97M-V/def2-TZVPD, the Open Molecules 2025 dataset).

Geometry as XYZ:
```
11
Properties=species:S:1:pos:R:3
In 1.537 1.702 2.836
B -2.792 0.209 0.771
H -2.983 1.265 0.659
H -2.291 0.065 1.716
H -3.760 -0.265 0.731
H -2.220 -0.144 -0.073
B 2.496 -0.567 -1.316
H 2.383 0.220 -2.046
H 2.703 -1.401 -1.969
H 3.271 -0.274 -0.625
H 1.656 -0.811 -0.685
```

The calculation puts the highest occupied orbital energy at -0.471 hartree. The HOMO-LUMO gap is 2.4536 eV. The net charge is +1.

Record 8
# C4H12

A 2-piece molecular cluster, C4H12 overall in a non-equilibrium geometry (ωB97M-V/def2-TZVPD, the Open Molecules 2025 dataset).

Geometry as XYZ:
```
16
Properties=species:S:1:pos:R:3
C 0.327 -1.977 0.358
C 0.995 -1.529 1.640
H 0.102 -1.233 -0.406
H 0.942 -2.690 -0.194
H -0.648 -2.421 0.579
H 2.015 -1.903 1.765
H 0.536 -1.799 2.598
H 1.012 -0.440 1.754
C -0.617 1.051 -0.679
C -0.711 2.451 -1.318
H -0.068 0.399 -1.361
H -0.129 1.048 0.287
H -1.642 0.670 -0.657
H -1.662 2.949 -1.119
H -0.584 2.352 -2.405
H 0.119 3.095 -1.029
```

The calculation puts the highest occupied orbital energy (spin up / spin down) at 0.058 / -0.278 hartree. The HOMO-LUMO gap (spin up / spin down) is 2.7911 / 11.9675 eV. Its spin multiplicity is 2. Its expectation value of S² is 0.75. The net charge is -1.

Record 9
# C4H8O2

A 2-piece molecular cluster, C4H8O2 overall in a non-equilibrium geometry (ωB97M-V/def2-TZVPD, the Open Molecules 2025 dataset).

Geometry as XYZ:
```
14
Properties=species:S:1:pos:R:3
C -1.755 1.854 0.328
C -2.297 0.836 -0.365
O -1.525 -0.096 -1.013
H -2.124 2.864 0.193
H -0.681 1.837 0.539
H -3.372 0.664 -0.379
H -1.755 -0.933 -0.604
C 1.670 -1.638 1.271
C 2.237 -1.035 0.218
O 1.797 0.106 -0.377
H 1.931 -2.682 1.413
H 0.854 -1.202 1.827
H 3.045 -1.502 -0.338
H 0.884 0.230 -0.102
```

The calculation puts the highest occupied orbital energy at -0.333 hartree. The HOMO-LUMO gap is 9.7514 eV. Its structure (SMILES) is C=CO.C=CO. The net charge is 0.

Record 10
# C26H18O4S2

A 2-piece molecular cluster, C26H18O4S2 overall in a non-equilibrium geometry (ωB97M-V/def2-TZVPD, the Open Molecules 2025 dataset).

Geometry as XYZ:
```
50
Properties=species:S:1:pos:R:3
C -0.506 0.186 1.997
C -1.938 0.075 2.143
C -2.801 1.112 1.722
C -4.132 1.132 2.131
C -4.650 0.086 2.909
C -3.835 -1.002 3.251
C -2.504 -1.025 2.844
C 0.397 -0.939 2.032
C 1.706 -0.460 2.381
C 2.712 -1.362 2.695
C 2.453 -2.734 2.552
C 1.211 -3.196 2.082
C 0.168 -2.299 1.840
C 1.645 0.990 2.444
C 0.291 1.393 2.145
C -0.042 2.746 2.167
C 0.949 3.684 2.478
C 2.241 3.276 2.852
C 2.593 1.919 2.840
H -2.404 1.898 1.081
H -4.771 1.971 1.853
H -5.691 0.105 3.235
H -4.237 -1.828 3.840
H -1.874 -1.865 3.127
H 3.676 -0.986 3.038
H 3.234 -3.454 2.797
H 1.044 -4.260 1.920
H -0.812 -2.636 1.508
H -1.058 3.058 1.954
H 0.708 4.747 2.448
H 2.981 4.021 3.148
H 3.586 1.579 3.132
C 0.926 -1.174 -6.700
C 0.804 -1.805 -5.463
C 0.593 -1.020 -4.333
C 0.516 0.354 -4.430
C 0.652 0.996 -5.657
C 0.852 0.220 -6.796
S 0.213 1.218 -2.877
O 1.422 1.915 -2.492
O -1.023 1.950 -3.032
C 0.018 -0.188 -1.946
S 0.372 -1.681 -2.668
O -0.777 -2.559 -2.710
O 1.642 -2.180 -2.186
H 1.087 -1.772 -7.592
H 0.868 -2.887 -5.366
H 0.600 2.082 -5.706
H 0.954 0.707 -7.762
H -0.057 -0.111 -0.870
```

The calculation puts the highest occupied orbital energy at -0.222 hartree. The HOMO-LUMO gap is 2.3366 eV. The net charge is 0.

Record 11
# C4H6O2

One molecule with the formula C4H6O2 in a non-equilibrium geometry (ωB97M-V/def2-TZVPD, the Open Molecules 2025 dataset).

Geometry as XYZ:
```
12
Properties=species:S:1:pos:R:3
C -0.166 -1.244 1.020
C 0.181 -0.409 0.039
C 1.192 -0.754 -0.993
O 1.472 -0.100 -1.999
C -0.359 1.041 -0.132
O -1.414 1.305 0.792
H -0.970 -0.986 1.674
H 0.302 -2.212 1.012
H 1.679 -1.761 -0.864
H -0.536 1.329 -1.249
H 0.540 1.662 0.103
H -1.920 2.130 0.596
```

The calculation puts the highest occupied orbital energy at -0.370 hartree. The HOMO-LUMO gap is 10.2437 eV. Its structure (SMILES) is C=C(C=O)CO. The net charge is 0.

Record 12
# C5H10N

A 2-piece molecular cluster, C5H10N overall in a non-equilibrium geometry (ωB97M-V/def2-TZVPD, the Open Molecules 2025 dataset).

Geometry as XYZ:
```
16
Properties=species:S:1:pos:R:3
C 2.138 -0.477 1.810
C 1.911 -0.031 0.598
C -0.361 0.639 -1.095
C -1.681 1.079 -1.697
C -0.806 -1.131 0.587
N 0.001 -0.166 -0.131
H 3.201 -0.208 2.131
H 1.674 -1.085 2.541
H 2.650 0.361 -0.154
H 0.329 1.216 -1.576
H -1.845 2.051 -1.070
H -2.551 0.523 -1.391
H -1.527 1.269 -2.744
H -0.363 -1.316 1.505
H -0.986 -2.026 -0.029
H -1.784 -0.698 0.714
```

The calculation puts the highest occupied orbital energy at -0.567 hartree. The HOMO-LUMO gap is 11.0627 eV. The net charge is +1.